1.
Below is a single C21H33N3O4S molecule, with properties calculated with ωB97M-V/def2-TZVPD.

The geometry in ORCA input format:
```
! RIJCOSX wB97M-V def2-TZVPD def2/J DEFGRID3
* xyz 0 1
C -2.68289 4.70366 1.60827
C -2.54341 3.29410 1.05548
O -1.34937 2.74332 1.58478
C -1.00678 1.46666 1.22650
C -1.74305 0.66678 0.37019
C -1.31116 -0.61451 0.05529
N -1.97475 -1.48368 -0.80814
C -3.06921 -1.34790 -1.58503
S -4.03752 -0.00809 -1.68991
N -3.44051 -2.43870 -2.31175
C -2.63528 -3.60251 -2.58976
C -1.50935 -3.31330 -3.60672
C -0.62111 -4.54133 -3.86518
C -1.18674 -5.09816 -5.17086
C -1.63245 -3.81652 -5.87009
O -2.10582 -2.96162 -4.84732
C -0.12305 -1.11169 0.62183
O 0.20442 -2.40254 0.26672
C 1.44071 -2.94559 0.69177
C 2.62809 -2.40304 -0.09577
C 0.60893 -0.31404 1.48209
C 0.18318 0.97261 1.78457
N 0.89238 1.82752 2.63143
C 2.11106 1.65329 3.20608
O 2.77782 0.64298 3.11301
C 2.56487 2.87708 3.98364
C 2.91548 4.04855 3.05249
C 3.26775 5.28410 3.87742
C 4.07338 3.66842 2.13390
H -2.73240 4.67729 2.69388
H -1.82915 5.30823 1.31282
H -3.59010 5.15896 1.22276
H -3.40270 2.68013 1.35319
H -2.49226 3.31664 -0.04027
H -2.65615 1.01975 -0.07419
H -1.48878 -2.37072 -0.85743
H -4.14552 -2.22305 -3.00244
H -3.29974 -4.36089 -3.00941
H -2.20950 -3.99796 -1.66237
H -0.92169 -2.45670 -3.24790
H 0.41468 -4.23168 -4.00493
H -0.66489 -5.25531 -3.04559
H -2.04584 -5.73980 -4.97298
H -0.45420 -5.65434 -5.75006
H -0.78409 -3.34313 -6.38521
H -2.44314 -3.96341 -6.58571
H 1.58165 -2.78502 1.76601
H 1.33311 -4.02017 0.51363
H 2.75059 -1.33738 0.07649
H 3.53383 -2.91437 0.21711
H 2.47693 -2.56861 -1.16017
H 1.52163 -0.65591 1.93700
H 0.42336 2.71359 2.76527
H 3.44689 2.59832 4.56188
H 1.77441 3.17804 4.67481
H 2.04232 4.28400 2.43219
H 4.12815 5.08344 4.51193
H 3.51147 6.11880 3.22425
H 2.43404 5.57767 4.51173
H 4.96353 3.44922 2.71924
H 4.30170 4.48301 1.45013
H 3.82624 2.78555 1.54941
*
```

Properties
- SMILES string = CCOc1cc(NC(=S)NC[C@H]2CCCO2)c(OCC)cc1NC(=O)CC(C)C

These are the Mulliken partial charges, in e, on atoms 1 to 2: -1.47, -0.35

---

2.
Below is a single C21H33N3O4S molecule, with properties calculated with ωB97M-V/def2-TZVPD.

The geometry in ORCA input format:
```
! RIJCOSX wB97M-V def2-TZVPD def2/J DEFGRID3
* xyz 0 1
C 3.11401 0.72716 3.47996
C 2.94161 -0.76191 3.20291
O 2.88113 -1.06479 1.81977
C 1.74354 -0.76796 1.11451
C 0.56406 -0.30142 1.66713
C -0.54069 -0.04355 0.86730
N -1.76448 0.42406 1.34467
C -2.15034 0.91587 2.53866
S -1.19269 1.09460 3.88133
N -3.45728 1.27308 2.66876
C -4.43363 1.52485 1.64025
C -4.48213 3.00881 1.19602
C -3.17891 3.49274 0.55416
C -3.35260 3.07354 -0.90781
C -4.88100 3.00152 -1.07760
O -5.46907 3.18402 0.20302
C -0.46944 -0.27041 -0.51824
O -1.61341 0.02600 -1.22920
C -1.69146 -0.34111 -2.59580
C -1.87001 -1.84110 -2.79826
C 0.70744 -0.74103 -1.07124
C 1.81376 -0.99273 -0.27088
N 3.02338 -1.47468 -0.77672
C 3.33818 -1.85537 -2.04625
O 2.56284 -1.80406 -2.97699
C 4.77955 -2.34220 -2.12710
C 5.23498 -2.84100 -3.50548
C 4.40802 -4.04165 -3.95819
C 5.18461 -1.72280 -4.54338
H 3.24947 0.88129 4.54649
H 3.98649 1.10632 2.95287
H 2.24103 1.28740 3.15720
H 3.82024 -1.31154 3.55368
H 2.05913 -1.15298 3.72078
H 0.47328 -0.12892 2.72425
H -2.45836 0.42429 0.60673
H -3.65993 1.67851 3.57203
H -5.42033 1.26073 2.03213
H -4.25193 0.89417 0.76815
H -4.77590 3.62163 2.05482
H -3.12425 4.57853 0.63411
H -2.29367 3.06777 1.02037
H -2.89233 2.10391 -1.09379
H -2.90785 3.79364 -1.59067
H -5.26683 3.79603 -1.72205
H -5.19666 2.03706 -1.49527
H -2.57195 0.19451 -2.96498
H -0.81345 0.02323 -3.13967
H -2.74855 -2.19001 -2.26015
H -1.99814 -2.04929 -3.85649
H -1.00200 -2.38550 -2.43667
H 0.80384 -0.92265 -2.12669
H 3.72867 -1.57108 -0.05801
H 4.89814 -3.14854 -1.39768
H 5.42349 -1.51511 -1.81426
H 6.27907 -3.16303 -3.39599
H 4.78184 -4.41997 -4.90668
H 4.45962 -4.84368 -3.22418
H 3.36981 -3.75074 -4.08612
H 4.16133 -1.38528 -4.67620
H 5.55958 -2.08005 -5.49957
H 5.79470 -0.87802 -4.22914
*
```

Properties
- SMILES string = CCOc1cc(NC(=S)NC[C@H]2CCCO2)c(OCC)cc1NC(=O)CC(C)C

These are the Mulliken partial charges, in e, on atoms 1 to 2: -1.04, -0.48

---

Stability, descending: 1, 2

---

1.
Below is a molecular structure, C5H5NOS, with properties calculated with ωB97M-V/def2-TZVPD.

The geometry in ORCA input format:
```
! RIJCOSX wB97M-V def2-TZVPD def2/J DEFGRID3
* xyz 0 1
C -0.90447 -0.01595 0.00741
C 0.23919 0.36538 0.99507
C 0.23840 0.40660 -0.97319
C 1.33328 -0.72307 -0.76683
C 1.25499 -0.72966 0.73285
H 0.08783 0.76385 1.99067
H -0.06297 0.96513 -1.84492
H 1.41186 -1.61743 -1.44764
H 2.47262 0.80683 0.01837
H 1.33259 -1.65763 1.25147
N 2.42642 -0.25786 0.01990
O 0.56837 1.37848 0.00515
S -2.48389 -0.26896 -0.00752
*
```

These are the Mulliken partial charges, in e, on atoms 1 to 2: -0.20, 0.03

---

2.
Below is a single C5H5NOS molecule, with properties calculated with ωB97M-V/def2-TZVPD.

The geometry in ORCA input format:
```
! RIJCOSX wB97M-V def2-TZVPD def2/J DEFGRID3
* xyz 0 1
O -2.40647 -1.36020 0.00501
C -1.05375 -1.22312 -0.23430
C -0.32371 -0.09838 -0.17846
C -0.74298 1.28518 -0.08184
N 0.25482 2.09951 -0.09142
C 1.38894 1.34039 -0.04087
C 1.15603 -0.02211 -0.16828
S 2.18480 -1.34893 -0.12949
H -2.81935 -0.51009 0.31029
H -0.60838 -2.16946 -0.43113
H -1.78037 1.60799 -0.11122
H 2.36907 1.88243 -0.05978
H 2.38136 -1.48321 1.21150
*
```

Properties
- SMILES string = O/C=C1\C=NC=C1S

These are the Mulliken partial charges, in e, on atoms 1 to 2: -0.49, 0.01

---

3.
Below is a single C5H5NOS molecule, with properties calculated with ωB97M-V/def2-TZVPD.

The geometry in ORCA input format:
```
! RIJCOSX wB97M-V def2-TZVPD def2/J DEFGRID3
* xyz 0 1
C 1.51260 0.91338 -1.49413
C 0.87331 0.73284 -0.50735
C 0.08817 0.72859 0.69489
C 0.22810 1.63454 1.69120
S -1.44189 -0.19808 0.67083
C -0.51518 -1.66143 0.23028
N -0.43685 -2.24122 -0.88334
O -1.17123 -1.75698 -1.94833
H 2.12540 1.30253 -2.28227
H 1.26485 2.20895 1.81288
H -0.60949 1.51224 2.40910
H -0.13526 -2.17274 1.13405
H -1.78254 -1.00262 -1.52782
*
```

Properties
- SMILES string = C#CC(=C)S/C=N\O

These are the Mulliken partial charges, in e, on atoms 1 to 2: 0.22, -0.59

---

Stability, descending: 2, 1, 3

---

1.
Below is 2 unconnected molecules or ions with the total composition C3H8N3O, with properties calculated with ωB97M-V/def2-TZVPD.

The geometry in ORCA input format:
```
! RIJCOSX wB97M-V def2-TZVPD def2/J DEFGRID3
* xyz 1 1
C -0.35995 -0.78074 0.69160
C -1.56599 -0.53552 -0.23757
C 0.33184 0.50880 0.53567
N -1.55181 0.83860 -0.49790
N -0.62702 1.43346 -0.02620
N 1.36897 1.09779 1.01640
O 1.16917 -0.06885 -1.31015
H -0.58735 -0.86353 1.67503
H 0.23093 -1.76360 0.39705
H -1.50478 -1.04924 -1.18490
H -2.47708 -0.91935 0.15314
H 0.93100 -0.91041 -1.51948
H 1.91765 0.60687 1.70470
H 1.47993 2.04184 0.77215
H 1.24448 0.36389 -2.16954
*
```

These are the Mulliken partial charges, in e, on atoms 1 to 2: -0.90, -0.34

---

2.
Below is a gas-phase ion, C3H8N3O (charge +1), with properties calculated with ωB97M-V/def2-TZVPD.

The geometry in ORCA input format:
```
! RIJCOSX wB97M-V def2-TZVPD def2/J DEFGRID3
* xyz 1 1
N 1.87712 0.44350 0.46442
C 0.93679 0.05910 -0.49049
C 0.11547 -1.59388 -0.11205
O -1.24391 -1.15348 0.19124
C -1.35660 0.17374 -0.00984
N -2.58051 0.76187 0.16975
N -0.23644 0.83138 -0.36451
H 2.83829 0.64163 0.45387
H 1.49631 0.21780 1.45989
H 1.28035 0.10452 -1.54244
H 0.01298 -2.11787 -1.09011
H 0.66520 -1.83510 0.79384
H -2.42625 1.74756 0.12016
H -3.37612 0.11668 0.41504
H -0.24944 1.78074 -0.81662
*
```

Properties
- SMILES string = N[C@H]1COC(=[NH2+])N1

These are the Mulliken partial charges, in e, on atoms 1 to 2: -0.51, -0.13

---

Stability, descending: 2, 1

---

1.
Below is a gas-phase ion, C3H8N3O (charge +1), with properties calculated with ωB97M-V/def2-TZVPD.

The geometry in ORCA input format:
```
! RIJCOSX wB97M-V def2-TZVPD def2/J DEFGRID3
* xyz 1 1
N 0.18154 1.83245 -0.14375
C -0.01663 0.23126 0.50259
O -0.27344 0.42656 1.83841
C -0.90164 -0.67002 -0.29770
C 0.14150 -1.72761 -0.71621
N 1.41659 -1.31984 -0.13817
N 1.35937 -0.26235 0.44654
H 1.05142 1.79833 -0.69126
H 0.05169 2.45799 0.63634
H -0.64589 1.95337 -0.84585
H 0.42287 1.07862 2.12931
H -1.41002 -0.12853 -0.98061
H -1.58892 -1.13474 0.37691
H -0.22048 -2.68464 -0.28303
H 0.43204 -1.85086 -1.83353
*
```

Properties
- SMILES string = [NH3+][C@@]1(O)CCN=N1

These are the Mulliken partial charges, in e, on atoms 1 to 2: -0.46, 0.85

---

2.
Below is a gas-phase ion, C3H8N3O (charge +1), with properties calculated with ωB97M-V/def2-TZVPD.

The geometry in ORCA input format:
```
! RIJCOSX wB97M-V def2-TZVPD def2/J DEFGRID3
* xyz 1 1
C -1.87841 1.05368 0.45022
N -0.44565 1.03034 0.14263
C 0.51424 0.30269 1.31376
N 1.22886 -0.68662 0.44809
C 0.74769 -0.63163 -0.78546
N 1.11540 -1.24335 -1.91010
O -0.05400 0.35976 -0.98880
H -2.17307 0.97681 -0.54515
H -2.29438 0.17838 0.96453
H -2.15523 1.85891 1.12178
H 1.27924 1.07745 1.57952
H -0.08267 -0.06862 2.05899
H 1.77391 -1.45389 0.86706
H 1.73376 -2.02122 -2.02691
H 0.69030 -0.73269 -2.69015
*
```

Properties
- SMILES string = CN1CNC(=[NH2+])O1

These are the Mulliken partial charges, in e, on atoms 1 to 2: -0.80, -0.12

---

3.
Below is 2 unconnected molecules or ions with the total composition C3H8N3O, with properties calculated with ωB97M-V/def2-TZVPD.

The geometry in ORCA input format:
```
! RIJCOSX wB97M-V def2-TZVPD def2/J DEFGRID3
* xyz 1 1
C 1.81030 0.91293 0.20433
C 1.43710 -1.13611 -0.46788
C -2.74601 0.54066 -0.26527
N 2.24747 -0.09069 -0.38539
N 0.69176 0.69017 0.92434
N 0.17542 -0.60143 0.37150
O -0.69683 -0.40052 -0.59049
H 2.36534 1.81877 0.25643
H 1.19303 -1.42249 -1.48874
H 1.96515 -2.08435 -0.12426
H -3.02073 0.29991 -1.33794
H -2.38481 1.52617 0.13728
H -2.95500 -0.12034 0.52646
H -0.10693 1.29921 1.10640
H 0.02472 -1.23188 1.13322
*
```

These are the Mulliken partial charges, in e, on atoms 1 to 2: -0.04, -0.30

---

Stability, descending: 1, 2, 3